18
Properties=species:S:1:pos:R:3 method="wB97M-V/def2-TZVPD" smiles="C=C(C)O/C(C)=C/O" e_homo_ev=-7.3 e_tot_ha=-384.972783 gap_ev=8.12 e_above_lowest_ev=3.527
C 1.678 1.002 1.024
C -2.665 -0.295 0.404
C 1.021 -0.313 0.703
C -1.231 -0.093 0.036
C 1.236 -0.951 -0.510
C -0.748 0.051 -1.238
O -0.393 -0.334 1.050
O 2.404 -0.820 -1.212
H 2.892 -0.052 -0.892
H 0.794 -1.921 -0.703
H 2.738 0.837 1.224
H 1.588 1.763 0.233
H 1.227 1.412 1.926
H -3.190 0.661 0.377
H -3.153 -0.970 -0.297
H -2.738 -0.703 1.410
H -0.007 0.799 -1.489
H -1.455 -0.075 -2.047